No. 1
A molecular structure, C4H6BiLiO2 at a distorted geometry, computed with the ωB97M-V functional and the def2-TZVPD basis.

Cartesian coordinates (Å):
O  0.501  -2.026  0.319
C  0.016  -1.906  -0.957
C  -1.343  -2.007  -1.127
Bi  1.737  0.657  0.276
Li  -1.036  0.320  2.330
H  -2.021  -2.189  -0.270
H  -1.788  -2.061  -2.123
C  -0.940  2.307  0.750
C  -1.703  1.394  0.126
O  0.390  2.514  0.502
H  -1.343  3.056  1.434
H  -1.449  0.617  -0.593
H  -2.781  1.475  0.281
H  0.518  3.081  -0.271

Summary:
E_LUMO (spin up / spin down): -0.2115 / -0.1822 Ha
M: 302.01 g mol⁻¹
total charge: +1
electronic energy: -14371.4948 eV
frontier orbital gap (spin up / spin down): 0.178 / 0.217 Ha
multiplicity: 2

***

No. 2
A molecular structure, C36H43ClN3O10RbSi2Te at a distorted geometry, computed with the ωB97M-V functional and the def2-TZVPD basis.

Cartesian coordinates (Å):
Rb  -0.782  0.296  0.440
O  -1.226  2.789  5.922
C  -0.753  3.018  4.702
O  -1.366  3.510  3.788
C  0.669  2.557  4.575
C  1.561  2.862  5.585
C  2.872  2.460  5.439
C  3.234  1.774  4.304
C  2.267  1.495  3.329
N  0.996  1.876  3.462
C  2.732  0.743  2.057
O  3.966  0.795  1.891
O  1.864  0.149  1.333
H  -2.214  2.893  5.943
H  1.216  3.400  6.459
H  3.604  2.680  6.208
H  4.245  1.445  4.118
O  -5.227  3.195  4.035
C  -4.189  2.906  4.683
O  -3.737  3.506  5.685
C  -3.406  1.705  4.199
C  -2.756  0.778  4.971
Cl  -2.721  0.620  6.674
N  -2.036  -0.031  4.147
N  -2.183  0.330  2.864
C  -3.013  1.355  2.876
C  -3.370  2.044  1.582
O  -4.521  2.680  1.575
O  -2.652  2.009  0.605
C  -1.197  -1.157  4.417
C  0.023  -1.213  3.759
C  0.850  -2.309  3.955
C  0.463  -3.333  4.812
C  -0.764  -3.264  5.462
C  -1.606  -2.178  5.258
H  -4.907  2.794  2.511
H  0.324  -0.406  3.099
H  1.800  -2.351  3.434
H  1.111  -4.191  4.961
H  -1.079  -4.067  6.119
H  -2.575  -2.132  5.736
C  3.825  4.051  -3.092
Si  5.226  2.844  -2.838
C  6.565  3.283  -4.086
C  5.942  3.075  -1.132
C  4.673  1.098  -3.069
Te  3.407  0.503  -1.389
C  2.021  -0.592  -2.622
Si  0.862  0.341  -3.738
C  -0.170  -0.946  -4.616
C  -0.255  1.540  -2.848
C  1.777  1.307  -5.062
H  4.105  5.047  -2.731
H  2.934  3.728  -2.540
H  3.559  4.135  -4.152
H  6.902  4.319  -3.957
H  6.190  3.174  -5.112
H  7.437  2.626  -3.976
H  6.267  4.108  -0.974
H  6.803  2.414  -0.976
H  5.200  2.823  -0.361
H  5.526  0.416  -3.125
H  4.086  0.982  -3.984
H  1.397  -1.156  -1.914
H  2.609  -1.319  -3.186
H  -0.651  -1.580  -3.859
H  0.459  -1.580  -5.252
H  -0.954  -0.500  -5.242
H  -0.969  0.988  -2.231
H  -0.825  2.133  -3.570
H  0.300  2.227  -2.203
H  2.518  0.685  -5.581
H  2.295  2.177  -4.641
H  1.059  1.669  -5.809
C  -4.414  -6.084  -4.413
C  -3.906  -4.986  -3.510
C  -3.986  -3.653  -3.883
C  -3.496  -2.633  -3.066
C  -3.630  -1.186  -3.481
C  -2.911  -2.961  -1.847
C  -2.845  -4.297  -1.435
C  -2.234  -4.648  -0.099
C  -3.338  -5.290  -2.274
C  -2.275  -1.880  -0.984
O  -2.901  -1.514  0.033
O  -1.144  -1.469  -1.386
H  -4.809  -5.673  -5.345
H  -5.214  -6.656  -3.934
H  -3.618  -6.787  -4.667
H  -4.430  -3.394  -4.841
H  -3.804  -1.099  -4.555
H  -2.733  -0.622  -3.224
H  -4.469  -0.716  -2.959
H  -2.725  -4.094  0.701
H  -1.178  -4.362  -0.072
H  -2.310  -5.718  0.098
H  -3.270  -6.330  -1.961

Summary:
E_LUMO: 0.1342 Ha
M: 982.44 g mol⁻¹
total charge: -2
electronic energy: -99210.2303 eV
frontier orbital gap: 0.247 Ha

***

No. 3
A molecular structure, C5H7FOS at a distorted geometry, computed with the ωB97M-V functional and the def2-TZVPD basis.

Cartesian coordinates (Å):
C  -1.771  -0.523  -0.598
C  0.546  0.167  -0.499
C  0.789  -0.341  0.788
C  0.283  0.658  1.806
C  1.230  0.693  -1.547
H  -1.073  -1.717  -0.543
H  -2.513  -0.051  0.593
H  -2.654  -0.480  -1.758
H  1.905  -0.537  1.117
H  0.521  -1.486  1.051
H  0.603  1.703  1.412
H  0.733  0.977  -2.566
O  -0.797  0.475  -0.882
F  2.594  0.400  -1.582
S  -0.396  0.061  3.206

Summary:
E_LUMO: -0.0248 Ha
M: 134.17 g mol⁻¹
electronic energy: -20891.3080 eV
frontier orbital gap: 0.306 Ha

***

No. 4
2 unconnected molecules or ions with the total composition C2H6O3S at a distorted geometry, computed with the ωB97M-V functional and the def2-TZVPD basis.

Cartesian coordinates (Å):
C  -1.689  -1.955  -0.786
C  2.106  2.201  1.398
O  -1.680  0.619  -0.198
O  0.467  -0.602  -0.740
O  2.170  1.609  0.359
S  -1.100  -0.256  -1.203
H  -1.443  -2.160  0.249
H  -2.763  -1.985  -0.934
H  -1.192  -2.658  -1.443
H  2.968  2.744  1.821
H  1.183  2.246  2.000
H  0.972  0.197  -0.522

Summary:
E_LUMO: 0.0182 Ha
M: 110.13 g mol⁻¹
electronic energy: -19147.4461 eV
frontier orbital gap: 0.356 Ha

***

No. 5
C5H14N2O in the gas phase at a distorted geometry, computed with the ωB97M-V functional and the def2-TZVPD basis.

Cartesian coordinates (Å):
C  -1.031  -1.596  -0.418
C  -0.129  -0.985  0.754
N  0.226  -1.880  1.817
C  1.305  -0.255  0.310
N  1.167  0.496  -0.908
C  0.696  1.848  -0.753
C  -0.734  1.940  -0.173
O  -1.490  1.449  -1.266
H  -0.615  -1.284  -1.322
H  -1.046  -2.717  -0.404
H  -2.080  -1.269  -0.313
H  -0.709  -0.117  1.254
H  0.227  -2.820  1.543
H  -0.244  -1.763  2.745
H  2.034  -1.108  0.171
H  1.699  0.196  1.275
H  1.986  0.330  -1.542
H  1.379  2.531  -0.268
H  0.588  2.306  -1.867
H  -0.853  1.314  0.696
H  -1.145  2.931  -0.029
H  -1.231  0.454  -1.302

Summary:
E_LUMO: 0.0374 Ha
M: 118.18 g mol⁻¹
electronic energy: -10437.7111 eV
frontier orbital gap: 0.350 Ha
SMILES string: C[C@@H](N)CNCCO

***

No. 6
A molecular structure, C25H45N8O5P3PbS3 at a distorted geometry, computed with the ωB97M-V functional and the def2-TZVPD basis.

Cartesian coordinates (Å):
Pb  -2.179  -1.343  -0.159
C  4.346  -1.333  -0.646
N  3.889  -0.458  0.485
C  4.730  0.582  0.981
P  2.320  -0.567  0.982
O  1.621  -1.717  0.374
O  1.597  0.804  0.563
P  0.745  1.145  -0.772
O  -0.497  0.353  -0.902
N  1.779  0.892  -1.998
C  1.562  -0.222  -2.911
C  2.939  1.760  -2.050
N  0.544  2.774  -0.730
C  0.171  3.415  -2.004
C  0.011  3.403  0.514
N  2.410  -0.450  2.599
C  2.750  -1.591  3.413
C  1.553  0.506  3.322
H  5.176  -1.952  -0.399
H  4.727  -0.721  -1.469
H  3.531  -1.970  -0.910
H  5.726  0.183  1.109
H  4.370  0.921  1.943
H  4.856  1.426  0.322
H  0.486  -0.431  -2.922
H  2.184  -1.082  -2.674
H  1.826  0.137  -3.879
H  2.946  2.423  -1.179
H  2.955  2.359  -2.970
H  3.900  1.221  -1.975
H  0.745  3.051  -2.903
H  0.392  4.473  -1.873
H  -0.887  3.198  -2.154
H  0.283  2.772  1.288
H  -1.078  3.407  0.546
H  0.465  4.395  0.546
H  3.002  -2.459  2.807
H  1.829  -1.901  3.989
H  3.538  -1.365  4.124
H  1.728  1.530  2.938
H  2.007  0.534  4.332
H  0.512  0.213  3.361
S  -3.555  0.703  0.810
C  -2.563  1.027  2.266
N  -2.566  2.234  2.860
N  -3.194  3.243  2.250
C  -2.793  4.532  2.541
C  -1.890  4.811  3.580
C  -1.375  6.081  3.728
C  -1.678  7.096  2.837
C  -2.565  6.823  1.801
C  -3.170  5.564  1.697
N  -1.829  0.084  2.950
N  -1.531  -1.023  2.171
C  -0.941  -2.033  2.916
C  -0.192  -3.030  2.273
C  0.358  -4.084  2.977
C  0.229  -4.182  4.364
C  -0.500  -3.212  5.024
C  -1.115  -2.166  4.319
H  -3.644  3.127  1.338
H  -1.560  4.000  4.276
H  -0.712  6.263  4.559
H  -1.252  8.080  2.928
H  -2.724  7.597  1.092
H  -3.831  5.338  0.809
H  -0.143  -2.945  1.225
H  0.833  -4.855  2.418
H  0.680  -4.996  4.895
H  -0.600  -3.221  6.115
H  -1.769  -1.460  4.881
C  0.193  -2.842  -6.143
C  0.215  -3.277  -4.685
O  -0.950  -4.047  -4.376
P  -1.950  -3.656  -3.179
S  -1.220  -4.358  -1.499
S  -2.297  -1.691  -3.411
O  -3.157  -4.562  -3.618
C  -3.782  -4.338  -4.882
C  -5.251  -3.982  -4.647
H  0.999  -2.113  -6.307
H  -0.759  -2.354  -6.363
H  0.372  -3.731  -6.784
H  0.305  -2.429  -4.001
H  1.107  -3.906  -4.439
H  -3.751  -5.244  -5.465
H  -3.283  -3.537  -5.434
H  -5.755  -4.767  -4.139
H  -5.695  -3.782  -5.622
H  -5.263  -3.096  -3.969

Summary:
E_LUMO (spin up / spin down): 0.0816 / 0.0816 Ha
M: 934.01 g mol⁻¹
total charge: -1
electronic energy: -114441.6100 eV
frontier orbital gap (spin up / spin down): 0.210 / 0.238 Ha
multiplicity: 2

***

No. 7
C3H7N3OS in the gas phase at a distorted geometry, computed with the ωB97M-V functional and the def2-TZVPD basis.

Cartesian coordinates (Å):
C  -0.764  -1.126  -2.076
N  -0.248  -0.445  -0.943
N  -0.792  0.744  -0.843
C  -0.689  1.265  0.243
C  0.127  0.770  1.433
S  -0.127  1.624  2.873
N  1.049  -0.084  1.227
O  1.990  -0.437  2.171
H  -1.879  -1.126  -2.133
H  -0.239  -2.080  -2.104
H  -0.413  -0.659  -3.113
H  -0.474  -0.964  -0.130
H  -1.004  2.350  0.348
H  1.420  -0.296  0.246
H  2.041  0.465  2.800

Summary:
E_LUMO: 0.0046 Ha
M: 133.18 g mol⁻¹
electronic energy: -20573.3346 eV
frontier orbital gap: 0.327 Ha
SMILES string: CN/N=C\C(=S)NO

***

No. 8
A molecular structure, C16H15F3GaNO5P at a distorted geometry, computed with the ωB97M-V functional and the def2-TZVPD basis.

Cartesian coordinates (Å):
N  -1.540  0.493  -2.256
P  -2.454  -0.779  -2.035
O  -2.622  -1.109  -0.422
O  -1.692  -2.124  -2.638
Ga  -4.549  -0.634  -3.122
C  -5.934  0.393  -2.007
O  -6.660  -0.305  -0.933
C  -7.341  -1.377  -1.243
F  -7.807  -1.396  -2.446
F  -6.668  -2.479  -1.051
F  -8.401  -1.466  -0.437
H  -1.272  0.907  -1.367
H  -2.127  -0.442  0.068
H  -1.221  -2.563  -1.918
H  -5.059  -2.121  -3.408
H  -4.317  0.088  -4.531
H  -5.449  1.201  -1.496
H  -6.646  0.861  -2.663
C  2.325  3.385  3.586
C  3.510  3.016  4.215
C  4.275  1.982  3.705
C  3.854  1.304  2.569
C  2.655  1.663  1.950
C  1.898  2.709  2.457
C  2.163  0.920  0.753
O  1.129  1.220  0.204
C  2.976  -0.217  0.246
C  2.505  -0.947  -0.838
C  3.253  -2.001  -1.332
C  4.475  -2.325  -0.751
C  4.946  -1.602  0.331
C  4.196  -0.550  0.840
C  4.698  0.203  2.022
O  5.766  -0.072  2.533
H  1.732  4.198  3.983
H  3.836  3.539  5.105
H  5.199  1.696  4.188
H  0.976  2.989  1.967
H  1.555  -0.686  -1.291
H  2.884  -2.571  -2.174
H  5.060  -3.146  -1.144
H  5.894  -1.854  0.787

Summary:
E_LUMO: 0.0229 Ha
M: 458.99 g mol⁻¹
total charge: -1
electronic energy: -98382.9845 eV
frontier orbital gap: 0.190 Ha

***

No. 9
A molecular structure, C2H2LiO2Sc at a distorted geometry, computed with the ωB97M-V functional and the def2-TZVPD basis.

Cartesian coordinates (Å):
C  1.482  -0.153  -0.688
C  0.519  0.355  0.299
O  -0.709  0.719  -0.149
O  1.049  -0.388  -1.879
H  1.324  1.257  0.372
Sc  -2.181  -1.454  -0.041
Li  -2.030  0.020  0.927
H  0.545  -0.357  1.159

Summary:
E_LUMO (spin up / spin down): -0.4461 / -0.4451 Ha
M: 109.93 g mol⁻¹
total charge: +2
electronic energy: -27079.0241 eV
frontier orbital gap (spin up / spin down): 0.185 / 0.209 Ha

***

No. 10
10 unconnected molecules or ions with the total composition C36H78N2O8 at a distorted geometry, computed with the ωB97M-V functional and the def2-TZVPD basis.

Cartesian coordinates (Å):
C  1.810  3.106  1.725
C  1.521  3.759  0.347
N  2.696  4.188  -0.457
C  3.695  5.040  0.276
C  3.143  6.451  0.596
C  2.288  4.602  -1.821
C  3.538  4.589  -2.756
H  0.856  2.895  2.209
H  2.436  3.711  2.381
H  2.325  2.170  1.507
H  0.980  2.951  -0.145
H  0.849  4.617  0.383
H  3.994  4.480  1.162
H  4.573  5.175  -0.356
H  2.380  6.347  1.366
H  3.970  7.081  0.925
H  2.674  6.847  -0.304
H  1.834  5.592  -1.781
H  1.525  3.942  -2.235
H  4.074  3.646  -2.857
H  4.213  5.336  -2.339
H  3.331  5.007  -3.742
C  -4.300  1.944  4.095
C  -3.114  0.934  4.123
N  -1.805  1.372  4.648
C  -0.817  0.320  4.532
C  -1.215  -0.937  5.287
C  -1.327  2.688  4.200
C  -0.296  3.244  5.247
H  -5.257  1.422  4.069
H  -4.265  2.671  3.284
H  -4.234  2.601  4.963
H  -3.505  0.282  4.904
H  -2.974  0.364  3.204
H  -0.561  0.088  3.498
H  0.162  0.592  4.926
H  -0.482  -1.721  5.103
H  -1.278  -0.771  6.363
H  -2.180  -1.351  4.996
H  -2.175  3.371  4.229
H  -0.983  2.652  3.167
H  0.630  2.672  5.202
H  -0.770  3.249  6.228
H  -0.063  4.281  5.007
C  2.755  -1.845  -4.797
C  3.566  -2.116  -3.576
O  3.294  -1.504  -2.564
C  4.873  -2.907  -3.701
H  2.439  -2.739  -5.334
H  3.343  -1.269  -5.511
H  1.841  -1.311  -4.537
H  5.378  -2.573  -4.608
H  4.675  -3.978  -3.689
H  5.603  -2.684  -2.923
C  -4.221  2.617  -0.595
C  -2.749  2.284  -0.764
O  -1.898  2.802  -0.040
C  -2.399  1.469  -2.007
H  -4.468  3.667  -0.436
H  -4.481  2.128  0.344
H  -4.812  2.181  -1.401
H  -2.662  2.031  -2.903
H  -2.850  0.477  -1.987
H  -1.312  1.402  -2.055
C  -0.377  -5.564  0.986
C  -0.122  -4.518  2.093
O  -0.762  -3.468  2.195
C  1.004  -4.901  3.022
H  -1.047  -5.159  0.228
H  -0.853  -6.433  1.440
H  0.550  -5.958  0.571
H  0.861  -4.608  4.062
H  1.811  -4.284  2.628
H  1.211  -5.966  2.916
C  -3.140  -3.825  -3.414
C  -2.341  -3.190  -4.564
O  -1.450  -2.307  -4.358
C  -2.737  -3.565  -5.951
H  -3.387  -4.868  -3.613
H  -3.975  -3.216  -3.066
H  -2.475  -3.781  -2.552
H  -2.109  -3.014  -6.652
H  -3.714  -3.167  -6.225
H  -2.628  -4.634  -6.132
C  -0.572  -0.379  0.783
C  0.169  -0.600  -0.482
O  1.002  0.188  -0.924
C  -0.122  -1.913  -1.189
H  -1.628  -0.617  0.656
H  -0.578  0.673  1.069
H  -0.018  -0.903  1.562
H  0.446  -1.886  -2.119
H  -1.191  -2.058  -1.348
H  0.281  -2.718  -0.575
C  -3.834  -4.309  0.525
C  -3.878  -2.795  0.515
O  -3.801  -2.184  -0.527
C  -3.983  -2.061  1.814
H  -4.856  -4.684  0.566
H  -3.228  -4.674  1.355
H  -3.557  -4.726  -0.444
H  -3.036  -1.644  2.153
H  -4.414  -2.787  2.504
H  -4.703  -1.247  1.726
C  -0.106  0.942  -4.380
C  1.114  1.805  -4.181
O  1.950  1.614  -3.350
C  1.363  2.880  -5.239
H  0.085  0.380  -5.294
H  -1.002  1.550  -4.507
H  -0.226  0.096  -3.703
H  2.360  3.300  -5.104
H  0.718  3.724  -4.998
H  1.276  2.591  -6.286
C  2.956  -1.385  3.268
C  3.458  -1.693  1.881
O  3.187  -0.993  0.926
C  4.285  -2.951  1.756
H  2.106  -0.702  3.252
H  3.747  -0.833  3.774
H  2.803  -2.351  3.749
H  5.240  -2.714  1.287
H  3.745  -3.541  1.014
H  4.308  -3.604  2.628

Summary:
E_LUMO (spin up / spin down): -0.0575 / -0.2084 Ha
M: 667.03 g mol⁻¹
total charge: +1
electronic energy: -57947.7142 eV
frontier orbital gap (spin up / spin down): 0.303 / 0.152 Ha
multiplicity: 2